1.
DFT (ωB97M-V with the def2-TZVPD basis set) results for a cluster of 2 separate species, C17H39O5PS2 in total.

Element x y z (Å)
C -1.792 -3.803 -2.059
S -3.259 -4.737 -2.434
O -3.481 -5.667 -1.345
O -3.122 -5.244 -3.784
S -4.637 -3.044 -2.309
O -5.869 -3.548 -2.853
O -3.921 -2.070 -3.118
O -4.604 -2.766 -0.880
H -2.051 -3.158 -1.218
H -0.973 -4.483 -1.815
H -1.567 -3.193 -2.933
C 0.144 -3.251 0.859
C 1.138 -2.367 1.598
C 0.426 -1.256 2.368
C -0.219 -0.166 1.501
P 0.853 1.149 0.899
C 1.776 1.773 2.329
C 1.025 2.101 3.629
C 0.184 3.380 3.670
C 0.907 4.634 3.191
C -0.216 2.481 0.315
C -1.228 2.264 -0.823
C -0.685 2.167 -2.246
C 0.314 3.256 -2.621
C 2.216 0.689 -0.203
C 2.048 0.179 -1.643
C 1.016 -0.931 -1.890
C 1.611 -2.318 -2.104
H -0.446 -2.677 0.145
H 0.645 -4.040 0.300
H -0.551 -3.724 1.554
H 1.865 -1.956 0.891
H 1.712 -2.962 2.312
H 1.093 -0.808 3.108
H -0.388 -1.711 2.936
H -0.961 0.377 2.098
H -0.786 -0.598 0.674
H 2.369 2.622 1.982
H 2.500 0.982 2.547
H 1.793 2.176 4.404
H 0.401 1.253 3.917
H -0.117 3.525 4.710
H -0.751 3.252 3.122
H 1.754 4.869 3.837
H 0.235 5.491 3.202
H 1.285 4.536 2.172
H 0.414 3.356 0.138
H -0.799 2.713 1.209
H -1.908 3.117 -0.768
H -1.839 1.385 -0.606
H -1.542 2.225 -2.919
H -0.256 1.181 -2.416
H -0.150 4.244 -2.608
H 0.703 3.089 -3.626
H 1.174 3.286 -1.947
H 2.807 -0.019 0.386
H 2.823 1.602 -0.233
H 3.034 -0.182 -1.945
H 1.848 1.035 -2.286
H 0.434 -0.682 -2.778
H 0.291 -0.974 -1.075
H 2.180 -2.358 -3.035
H 0.820 -3.061 -2.183
H 2.277 -2.635 -1.298

As for the HOMO energy: -7.726 eV. The calculation puts the LUMO energy at -0.0222 hartree. Its spin multiplicity is 1.

Atomic charges from the Löwdin analysis, expressed in e, are listed below: -0.218 0.565 -0.367 -0.362 0.333 -0.336 -0.377 -0.375 0.039 0.059 0.058 -0.097 -0.246 -0.226 -0.256 1.020 -0.273 -0.227 -0.259 -0.100 -0.260 -0.207 -0.242 -0.105 -0.253 -0.211 -0.250 -0.090 0.038 0.082 0.095 0.079 0.115 0.096 0.124 0.108 0.090 0.096 0.098 0.120 0.101 0.114 0.089 0.083 0.079 0.054 0.093 0.079 0.120 0.117 0.122 0.066 0.082 0.081 0.054 0.093 0.103 0.118 0.085 0.109 0.073 0.085 0.049 0.072

=====

2.
DFT (ωB97M-V with the def2-TZVPD basis set) results for a structure of composition C17H39OP3RuS at a distorted geometry.

Element x y z (Å)
Ru 0.626 -0.512 0.965
P -0.273 1.247 2.124
P -1.551 -0.970 0.639
P 2.532 0.468 1.044
H 1.941 -2.810 -2.921
C 2.276 -2.378 -1.989
C 1.719 -2.599 -0.744
H 0.657 -2.918 -0.616
C -0.754 2.693 1.052
C -1.828 1.290 3.192
C 0.677 2.178 3.440
C -1.865 -2.471 -0.340
C -2.523 -1.464 2.157
C -2.731 0.269 -0.085
C 3.913 -0.080 -0.045
C 3.356 0.460 2.694
C 2.543 2.222 0.507
H 3.233 -1.880 -2.156
H 2.386 -2.773 0.128
H -1.149 3.521 1.662
H -1.537 2.412 0.346
H 0.107 3.064 0.491
H -1.870 2.191 3.831
H -1.815 0.421 3.863
H -2.751 1.280 2.595
H 0.091 3.022 3.844
H 1.612 2.583 3.048
H 0.895 1.473 4.255
H -2.759 -3.013 0.025
H -0.968 -3.105 -0.304
H -2.068 -2.177 -1.375
H -3.259 -0.696 2.413
H -1.813 -1.630 2.979
H -3.052 -2.395 1.939
H -3.593 -0.241 -0.544
H -2.217 0.852 -0.861
H -3.108 0.958 0.682
H 4.805 0.504 0.172
H 3.596 0.093 -1.079
H 4.153 -1.135 0.119
H 4.219 1.136 2.715
H 3.691 -0.557 2.940
H 2.693 0.806 3.494
H 3.517 2.485 0.063
H 2.368 2.907 1.337
H 1.735 2.367 -0.225
C -0.727 0.271 -3.669
C -1.606 1.236 -4.220
C -2.480 0.779 -5.201
C -2.511 -0.572 -5.520
C -1.999 -1.521 -4.625
C -1.186 -1.073 -3.569
S 0.751 0.705 -2.913
H 1.565 0.352 -3.873
H -1.516 2.326 -3.935
H -3.066 1.532 -5.760
H -3.007 -0.874 -6.451
H -2.194 -2.600 -4.743
H -0.788 -1.779 -2.821
O 0.601 -1.840 3.191
H 1.282 -1.384 3.744
H 1.023 -2.655 2.892

As for the HOMO energy (spin up / spin down): -15.525 / -17.870 eV. Its expectation value of S² is 8.804. The calculation puts the LUMO energy (spin up / spin down) at -0.3431 / -0.4720 hartree. As for the net charge: +3. Its spin multiplicity is 6.

Atomic charges from the Löwdin analysis, expressed in e, are listed below: 0.723 0.709 0.684 0.615 0.064 -0.049 -0.159 -0.006 -0.212 -0.234 -0.242 -0.242 -0.214 -0.231 -0.241 -0.217 -0.239 0.051 0.055 0.086 0.017 0.023 0.075 0.052 0.034 0.076 0.020 0.058 0.078 0.022 0.024 0.050 0.031 0.060 0.079 0.026 0.038 0.071 0.038 0.053 0.085 0.065 0.013 0.080 0.044 0.017 -0.569 -0.020 0.006 0.056 0.026 -0.055 0.889 -0.069 0.161 0.156 0.160 0.151 0.100 -0.080 0.084 0.077

=====

3.
DFT (ωB97M-V with the def2-TZVPD basis set) results for a structure of composition C17H39OP3SSn at a distorted geometry.

Element x y z (Å)
Sn -0.316 0.280 -1.622
P -1.809 2.437 -0.655
P -1.775 -1.329 0.227
P 1.882 1.841 -1.835
H -0.379 -4.911 -2.181
C 0.629 -4.567 -2.438
C 1.554 -4.357 -1.493
H 1.301 -4.456 -0.427
C -3.129 2.860 -1.847
C -2.782 2.336 0.891
C -0.997 4.056 -0.417
C -1.296 -3.092 0.298
C -1.782 -0.897 2.010
C -3.578 -1.465 -0.081
C 3.345 0.770 -2.113
C 2.469 2.905 -0.475
C 1.877 3.005 -3.254
H 0.863 -4.480 -3.506
H 2.604 -4.131 -1.731
H -3.616 3.788 -1.516
H -3.875 2.054 -1.886
H -2.700 3.011 -2.847
H -3.375 3.258 0.986
H -2.110 2.261 1.757
H -3.464 1.474 0.874
H -1.784 4.808 -0.255
H -0.412 4.333 -1.305
H -0.343 4.030 0.466
H -2.204 -3.708 0.240
H -0.799 -3.286 1.257
H -0.620 -3.381 -0.518
H -2.582 -1.468 2.500
H -1.965 0.173 2.171
H -0.820 -1.167 2.465
H -4.010 -2.187 0.629
H -3.743 -1.820 -1.108
H -4.073 -0.492 0.041
H 3.927 1.161 -2.958
H 3.049 -0.262 -2.339
H 3.971 0.757 -1.210
H 3.276 3.561 -0.839
H 2.851 2.276 0.341
H 1.644 3.526 -0.103
H 2.903 3.129 -3.627
H 1.482 3.987 -2.949
H 1.250 2.601 -4.062
C 1.188 -1.093 -5.697
C 0.714 -0.425 -6.840
C 1.100 -0.872 -8.103
C 1.913 -1.999 -8.237
C 2.309 -2.722 -7.104
C 1.950 -2.271 -5.826
S 0.960 -0.293 -4.128
H -0.381 -0.659 -3.634
H 0.116 0.479 -6.703
H 0.795 -0.332 -9.001
H 2.232 -2.316 -9.234
H 2.905 -3.624 -7.229
H 2.274 -2.799 -4.926
O 1.061 0.279 0.825
H 0.891 0.819 1.619
H 1.661 -0.425 1.129

As for the HOMO energy (spin up / spin down): -19.707 / -19.710 eV. The calculation puts the LUMO energy (spin up / spin down) at -0.5588 / -0.5719 hartree. As for the net charge: +4. Its spin multiplicity is 1. The calculation puts the energy relative to the best compared isomer or geometry (same formula, charge and spin) at 61.95 kcal/mol.

Atomic charges from the Löwdin analysis, expressed in e, are listed below: 0.944 0.715 0.780 0.711 0.061 -0.075 -0.068 0.055 -0.234 -0.230 -0.234 -0.210 -0.214 -0.217 -0.240 -0.207 -0.220 0.042 0.062 0.084 0.066 0.062 0.092 0.058 0.041 0.088 0.050 0.057 0.085 0.078 -0.004 0.096 0.026 0.062 0.091 0.071 0.046 0.078 0.016 0.076 0.102 0.062 0.031 0.085 0.068 0.027 -0.481 -0.005 0.031 0.099 0.080 -0.020 0.719 -0.119 0.136 0.152 0.166 0.158 0.122 -0.149 0.094 0.100